{"formula": "C33H57NNaO4SSi2", "method": "ωB97M-V with the def2-TZVPD basis set", "species": ["Na", "C", "C", "C", "C", "C", "C", "C", "C", "C", "C", "H", "H", "H", "H", "H", "H", "H", "H", "H", "H", "H", "H", "H", "H", "S", "C", "N", "C", "C", "C", "C", "C", "C", "H", "H", "H", "H", "H", "C", "Si", "C", "C", "C", "H", "H", "H", "H", "H", "H", "H", "H", "H", "H", "H", "C", "C", "C", "C", "O", "Si", "O", "O", "C", "C", "C", "C", "O", "C", "C", "C", "C", "H", "H", "H", "H", "H", "H", "H", "H", "H", "H", "H", "H", "H", "H", "H", "H", "H", "H", "H", "H", "H", "H", "H", "H", "H", "H", "H"], "xyz": [[0.6405, -0.0900, 0.1864], [-2.4575, 3.6045, 3.6617], [-1.4201, 2.7479, 2.9321], [-0.1205, 2.6691, 3.7194], [-1.9996, 1.3980, 2.5819], [-2.8093, 1.2759, 1.4536], [-3.3882, 0.0630, 1.1179], [-3.1760, -1.0754, 1.8936], [-3.8125, -2.3947, 1.5436], [-2.3571, -0.9581, 3.0093], [-1.7789, 0.2591, 3.3486], [-2.0698, 4.6103, 3.8432], [-2.7219, 3.1579, 4.6249], [-3.3704, 3.6930, 3.0699], [-1.1794, 3.2130, 1.9733], [-0.2671, 2.2492, 4.7199], [0.3048, 3.6670, 3.8392], [0.6078, 2.0527, 3.1908], [-2.9624, 2.1407, 0.8181], [-4.0010, -0.0114, 0.2255], [-4.6127, -2.6422, 2.2467], [-3.0776, -3.1994, 1.5792], [-4.2367, -2.3723, 0.5410], [-2.1562, -1.8354, 3.6152], [-1.1376, 0.3074, 4.2204], [5.3304, -0.9068, 0.0720], [3.6068, -1.0071, 0.2901], [3.0217, 0.0701, 0.6839], [3.9340, 1.0987, 0.8399], [3.6174, 2.3976, 1.2415], [4.6378, 3.3183, 1.3496], [5.9648, 2.9679, 1.0671], [6.2927, 1.6864, 0.6666], [5.2624, 0.7568, 0.5542], [3.0835, -1.9343, 0.0862], [2.5830, 2.6576, 1.4363], [4.4077, 4.3324, 1.6509], [6.7470, 3.7110, 1.1574], [7.3155, 1.4137, 0.4419], [0.8412, 4.9410, -2.0276], [0.0472, 4.1406, -0.4898], [-1.7865, 4.6109, -0.5860], [0.7643, 5.1981, 0.9224], [0.2388, 2.3739, -0.2484], [0.6756, 6.0227, -2.0851], [0.4638, 4.4880, -2.9483], [1.9222, 4.7670, -2.0021], [-1.9207, 5.6872, -0.7276], [-2.3150, 4.3284, 0.3293], [-2.2806, 4.1013, -1.4186], [0.7642, 6.2569, 0.6433], [1.8026, 4.9239, 1.1326], [0.1964, 5.0962, 1.8501], [1.2665, 1.9786, -0.2987], [-0.4156, 1.8033, -0.9260], [2.5044, -6.3309, -0.1535], [2.7157, -4.9115, 0.3730], [1.8204, -4.6570, 1.5852], [4.1827, -4.7200, 0.7588], [2.4486, -3.9824, -0.6798], [0.9696, -3.3081, -1.0823], [0.4847, -2.1795, -0.1149], [1.1742, -2.7355, -2.6256], [2.1163, -3.0179, -3.6475], [1.5982, -2.3185, -4.9006], [3.4795, -2.4479, -3.2542], [2.2242, -4.5240, -3.8962], [-0.0203, -4.6459, -1.1753], [-1.3910, -4.6992, -1.5610], [-2.1006, -5.5613, -0.5202], [-2.0402, -3.3150, -1.6274], [-1.4611, -5.3624, -2.9350], [2.7176, -7.0623, 0.6309], [3.1714, -6.5157, -0.9985], [1.4763, -6.4487, -0.4899], [2.1005, -5.3307, 2.3981], [0.7723, -4.8225, 1.3281], [1.9129, -3.6237, 1.9217], [4.4812, -5.4643, 1.5002], [4.3451, -3.7276, 1.1813], [4.8146, -4.8271, -0.1254], [1.5069, -1.2472, -4.7156], [0.6113, -2.7058, -5.1613], [2.2753, -2.4796, -5.7424], [3.3807, -1.3845, -3.0263], [4.2041, -2.5733, -4.0618], [3.8471, -2.9630, -2.3658], [1.2479, -4.9324, -4.1636], [2.5692, -5.0285, -2.9942], [2.9263, -4.7245, -4.7094], [-2.0244, -5.0864, 0.4592], [-1.6257, -6.5432, -0.4632], [-3.1565, -5.6916, -0.7669], [-1.9358, -2.7933, -0.6788], [-3.0959, -3.4193, -1.8912], [-1.5462, -2.7047, -2.3866], [-0.9704, -6.3374, -2.9059], [-0.9461, -4.7363, -3.6662], [-2.4989, -5.4907, -3.2508]], "forces_ev_per_a": [[-0.3104, 0.2439, 0.1777], [0.0088, -0.0015, -0.0318], [0.0184, 0.0221, -0.0444], [0.0137, -0.0463, 0.0733], [-0.0436, -0.0626, 0.0544], [0.0331, -0.0449, 0.0627], [-0.0150, -0.0810, 0.0228], [-0.0241, 0.0239, -0.0241], [0.0283, 0.0427, 0.0577], [-0.0113, 0.0143, -0.0392], [-0.0325, -0.0342, -0.0079], [0.0004, -0.0063, 0.0077], [0.0011, 0.0097, -0.0059], [-0.0164, 0.0122, 0.0200], [0.0142, 0.0018, 0.0137], [-0.0143, 0.0387, -0.0237], [0.0133, 0.0140, 0.0115], [0.0241, -0.0033, -0.0338], [0.0245, -0.0145, 0.0003], [0.0061, 0.0097, 0.0087], [0.0092, -0.0015, -0.0226], [-0.0040, -0.0244, -0.0075], [-0.0180, -0.0119, -0.0255], [0.0074, 0.0075, 0.0009], [-0.0016, 0.0089, -0.0149], [-0.1099, 0.0006, 0.0153], [0.1292, 0.0069, 0.0127], [-0.0592, -0.2001, -0.0962], [0.1489, 0.1679, 0.0620], [-0.0417, 0.0110, -0.0092], [-0.0040, 0.0320, 0.0234], [0.0405, -0.0803, -0.0304], [-0.0277, 0.1007, 0.0280], [-0.0303, -0.0754, -0.0086], [-0.0259, -0.0047, -0.0016], [0.0055, -0.0143, -0.0064], [0.0021, -0.0021, -0.0053], [-0.0152, 0.0101, 0.0048], [0.0036, 0.0158, 0.0060], [0.0384, 0.0196, -0.0149], [0.0757, 0.0688, -0.0039], [-0.0836, -0.0354, 0.0090], [0.0467, 0.0397, -0.0410], [0.1736, -0.4044, 0.0564], [-0.0087, -0.0106, 0.0118], [-0.0125, -0.0185, 0.0117], [-0.0089, 0.0128, -0.0211], [0.0212, 0.0041, -0.0123], [0.0070, 0.0331, -0.0099], [0.0212, -0.0027, -0.0023], [-0.0208, -0.0015, 0.0135], [0.0070, -0.0248, 0.0176], [0.0064, -0.0431, 0.0091], [-0.0908, 0.3549, -0.1952], [0.0189, 0.0440, -0.0352], [0.0389, 0.0654, 0.0229], [0.0269, 0.0108, -0.0065], [-0.0275, 0.0315, -0.0742], [-0.1056, -0.0129, -0.0691], [0.0398, -0.1120, 0.0967], [-0.1679, 0.0678, 0.0797], [0.1108, -0.1861, -0.0575], [0.1147, 0.0608, -0.0590], [0.0219, -0.0703, -0.0184], [0.0000, -0.0105, 0.0391], [-0.0550, -0.0334, 0.0620], [-0.0508, 0.0685, 0.0371], [-0.0899, 0.0135, -0.0649], [-0.0222, 0.0011, 0.0194], [0.0502, 0.0235, 0.0140], [0.1460, -0.0695, -0.0677], [0.0522, 0.0475, 0.0338], [-0.0039, -0.0024, -0.0381], [0.0079, -0.0190, 0.0078], [-0.0379, -0.0096, -0.0034], [-0.0189, 0.0016, 0.0199], [0.0397, -0.0262, 0.0222], [0.0294, -0.0002, 0.0066], [0.0276, 0.0162, -0.0040], [-0.0041, 0.0164, 0.0292], [0.0026, -0.0145, 0.0088], [0.0058, -0.0055, -0.0087], [0.0071, -0.0049, -0.0024], [-0.0079, 0.0134, -0.0082], [0.0183, 0.0022, -0.0289], [0.0022, 0.0156, -0.0195], [0.0170, 0.0244, -0.0252], [0.0393, 0.0061, -0.0177], [0.0207, -0.0133, 0.0006], [-0.0068, -0.0105, 0.0080], [-0.0060, -0.0064, 0.0051], [-0.0090, 0.0069, -0.0099], [-0.0067, -0.0009, -0.0030], [-0.0450, 0.0033, 0.0718], [0.0079, 0.0336, 0.0276], [-0.0286, -0.0037, -0.0248], [-0.0167, -0.0006, -0.0060], [-0.0338, -0.0177, 0.0022], [-0.0007, -0.0212, -0.0154]], "gap_ev": 5.6, "e_above_lowest_kcal_mol": 0.0, "charge": -1, "homo_energy_ev": -3.3874, "total_energy_ha": -2787.17709, "largest_force_ev_per_a": 0.44}